C5H9BrN2O5S | the ωB97M-V functional and the def2-TZVPD basis

Last column: Löwdin charge in e.
Positions of all 23 atoms, in Å:
O1 -0.71266 -2.98230 -1.43908  -0.199
S1 -0.49792 -2.44594 -0.16810  0.730
O2 -0.11472 -3.23078 0.94653  -0.221
O3 -2.17626 -1.99306 0.55584  -0.149
N1 -3.03004 -1.09314 0.06280  -0.415
O4 -2.52497 -0.17020 -0.67710  -0.140
C1 -4.24960 -1.00257 0.62136  -0.452
Br1 -5.17281 0.58849 0.06022  0.723
N2 0.35854 -1.09804 -0.21019  -0.231
C2 0.85945 -0.40182 0.94354  -0.146
C3 0.39263 1.01205 0.86344  -0.233
O5 0.77194 1.67411 -0.27957  -0.130
C4 0.21085 1.05385 -1.38887  -0.170
C5 0.62460 -0.41884 -1.44899  -0.124
H1 -4.59584 -1.81419 1.26460  0.088
H2 1.99366 -0.37774 0.94220  0.159
H3 0.54612 -0.88225 1.87305  0.134
H4 -0.73349 1.04422 0.82582  0.133
H5 0.73175 1.82630 1.67344  0.182
H6 0.60025 1.55121 -2.27841  0.138
H7 -0.84094 1.21462 -1.28529  0.101
H8 0.10090 -0.92733 -2.19794  0.107
H9 1.63154 -0.54970 -1.63763  0.116

Energy above the lowest of the compared OMol25 structures with the same formula, charge and spin: 2.3 kcal/mol
Frontier orbital gap (spin up / spin down): 9.30 / 9.30 eV
Total charge: 0
Molar mass: 289.107 g/mol
SMILES: O=S(=O)(O/[N+]([O-])=C/Br)N1CCOCC1
HOMO energy (spin up / spin down): -9.00 / -9.00 eV